{
  "formula": "C5H4MgO4",
  "method": "ωB97M-V/def2-TZVPD",
  "energy_ha": -692.991390,
  "e_above_lowest_ev": 6.425,
  "e_lumo_ha": [-0.395, -0.426],
  "total_charge": 2,
  "species": ["C", "C", "H", "H", "O", "C", "O", "O", "Mg", "C", "C", "O", "H", "H"],
  "xyz": [[2.370602, 1.172832, 0.456224], [3.182741, 1.611321, 1.238215], [4.071027, 1.787531, 1.821423], [2.305290, 0.760931, -0.731710], [0.215865, -0.240304, 0.023383], [0.611349, -0.954590, -1.110502], [-0.169430, -1.855889, -1.507708], [1.481175, -0.378872, -1.761691], [-2.033809, -2.177722, -1.292844], [-2.303079, 0.217574, 0.567414], [-1.304611, -0.592807, 0.500996], [-3.120769, 1.119682, 0.713432], [-1.405741, -1.581408, 0.966902], [-3.900610, 1.111722, 0.116465]],
  "forces_ev_per_angstrom": [[-1.195, -1.728, -5.277], [2.176, 0.679, 2.411], [-0.225, 0.360, 0.219], [-0.977, 0.361, 2.410], [-2.335, -0.888, 1.375], [0.016, 3.933, -1.183], [-1.506, -2.126, -0.388], [0.258, -1.289, 1.077], [1.656, 0.598, 0.081], [1.101, -2.315, -0.289], [1.706, -0.411, -0.858], [-1.535, 2.465, -0.222], [0.720, 0.215, 0.203], [0.140, 0.144, 0.440]],
  "nbo_charge": [0.054, 0.105, 0.292, 0.382, -0.543, 1.004, -0.976, -0.595, 1.874, 0.437, -0.290, -0.536, 0.234, 0.559]
}